C14H36O8S5 | ωB97M-V/def2-TZVPD

```
63
Properties=species:S:1:pos:R:3:forces:R:3
C 3.376393 -2.076270 -1.177390 0.33 0.14 -1.19
C 3.320208 -2.034029 0.317056 -0.02 0.15 -0.11
C 3.395919 -0.569307 0.878046 -1.65 -2.59 -2.36
O 1.967489 -0.482198 1.301472 2.93 4.72 2.16
C 1.270968 -1.546872 1.260458 -2.05 -2.92 -2.12
O 0.080438 -1.676903 1.465913 2.02 0.33 0.38
O 2.032954 -2.500177 0.648134 -1.47 -0.87 1.06
H 3.996764 -1.333365 -1.678717 0.79 -0.13 0.45
H 2.413365 -1.765704 -1.582651 -0.36 -0.50 0.18
H 3.655215 -3.072471 -1.520832 -0.23 0.12 -0.24
H 3.936700 -2.791399 0.801234 0.77 0.58 -0.08
H 3.467508 0.085434 0.009540 -0.05 0.26 0.38
H 4.328203 -0.514040 1.440090 -1.03 0.71 1.49
C 6.885591 3.763449 -7.876485 0.25 0.27 1.45
S 6.395567 2.995775 -6.287409 0.03 -3.86 -2.02
O 5.350161 1.935596 -6.698541 1.30 1.78 1.19
C 8.015507 2.068736 -6.148247 0.37 0.16 0.27
H 7.102619 3.166085 -8.762006 -0.91 -0.56 0.32
H 7.867824 4.170382 -7.636221 -0.35 1.05 -0.03
H 6.028844 4.437156 -7.890265 0.58 0.52 -1.12
H 8.251858 1.539958 -5.224864 -0.73 0.29 0.36
H 8.810012 2.805699 -6.265456 -0.01 0.09 -0.04
H 8.139125 1.304838 -6.915887 -0.53 0.28 -0.37
C -2.805984 4.163081 6.764147 -1.76 0.48 0.10
S -1.137362 3.539349 7.241135 -0.59 0.35 2.04
O -0.774772 4.185500 8.574940 -0.49 -0.64 -1.74
C -1.646912 1.815396 7.703734 -0.26 0.54 0.15
H -3.121070 4.168413 5.720688 0.87 -0.61 -0.36
H -3.083778 5.183379 7.028565 1.47 0.55 0.31
H -3.669827 3.739899 7.276774 0.41 -1.10 0.33
H -0.902926 1.391473 8.378169 0.57 0.12 -0.62
H -1.817894 1.244339 6.791170 0.13 -0.13 0.14
H -2.526558 1.806120 8.347348 -0.33 0.44 -0.36
C -0.570095 5.223069 -2.835167 0.46 1.57 0.41
S -0.158314 6.971272 -2.366213 -0.69 0.41 1.78
O -0.878807 7.271808 -1.026765 1.28 -0.81 -2.27
C 1.598095 6.629896 -1.994080 -0.26 0.66 1.52
H -0.970926 4.920164 -1.867860 -0.10 -0.67 -0.31
H 0.397708 4.796622 -3.098977 -0.47 -0.44 -0.07
H -1.279518 5.265376 -3.661628 -0.01 -0.30 0.28
H 2.244020 7.025593 -2.777869 -0.02 -0.75 -0.15
H 1.743233 5.648094 -1.543435 0.14 -0.50 -1.05
H 1.849516 7.187035 -1.091600 -0.34 0.83 -0.13
C -2.796098 -7.829137 -1.073424 0.41 -0.27 -0.39
S -1.872673 -9.317481 -0.632576 1.22 -3.27 -1.63
O -2.053492 -10.506708 -1.613186 -0.22 2.39 1.36
C -0.080080 -8.806969 -0.891438 -1.60 1.00 0.14
H -3.839868 -8.128561 -1.168186 0.05 -0.08 0.33
H -2.522065 -7.336034 -2.006087 0.31 -0.01 0.12
H -2.622490 -7.228116 -0.180817 -0.27 0.39 -0.22
H 0.627137 -9.635253 -0.934694 -0.58 -0.17 0.35
H 0.026944 -8.163890 -0.017880 0.73 0.06 -0.06
H 0.004792 -8.218990 -1.805325 -0.06 -0.02 0.01
C -7.622747 -0.922715 3.992391 1.05 -0.93 -1.00
S -7.951815 -2.498772 2.913661 -1.20 1.52 0.04
O -9.435816 -2.703998 2.889084 0.70 -0.19 0.38
C -7.625013 -1.815956 1.264283 1.39 0.23 -0.38
H -8.168960 -0.017546 3.727019 -0.60 -0.49 0.09
H -6.576071 -0.652603 3.852316 0.25 -0.20 -0.32
H -7.643097 -1.236975 5.035913 -0.73 0.02 -0.13
H -6.611048 -1.416359 1.247102 -0.02 0.85 0.47
H -8.378335 -1.111616 0.911425 0.03 0.04 0.44
H -7.436263 -2.538575 0.470370 -0.87 -0.85 0.40
```
Positions in Å, forces in eV/Å.

Net charge: 0
HOMO-LUMO gap in eV: 8.687
E_HOMO in eV: -8.70
Energy in a.u.: -3147.56010
Energy relative to the best compared isomer or geometry (same formula, charge and spin) in kcal per mole: 43.3
E_LUMO in eV: 0.0

---

C45H42As2Cl3N4O11S2V | ωB97M-V/def2-TZVPD

```
110
Properties=species:S:1:pos:R:3:forces:R:3
V -0.719940 -0.563104 0.161713 -1.39 1.37 -0.29
O -0.198131 0.645507 1.825838 0.06 -0.43 0.10
S -0.467552 -0.446075 2.801582 -0.52 -0.44 0.40
O -1.612241 -0.307078 3.644000 0.01 0.11 0.15
N -0.595551 -1.687576 1.782925 -0.21 -0.44 0.88
C -1.561830 -2.709852 1.884214 0.11 0.26 -0.11
C -2.005699 -3.355100 3.003796 0.03 -0.04 0.13
C -2.928066 -4.421488 2.890974 0.06 0.04 0.18
C -3.401765 -4.832760 1.681812 -0.07 -0.13 -0.08
C -3.009074 -4.145446 0.510649 0.06 0.04 -0.15
C -3.492149 -4.435031 -0.785255 -0.06 -0.09 0.02
C -3.124316 -3.648213 -1.839012 -0.03 -0.03 -0.11
C -2.269403 -2.555787 -1.625640 0.04 -0.05 0.10
N -1.761246 -2.277146 -0.442398 -0.40 -0.63 0.26
C -2.109305 -3.072969 0.623087 0.08 0.18 0.06
C 0.958840 -0.642379 3.788187 0.27 0.08 -0.17
C 1.857628 0.408324 3.870261 -0.04 0.06 0.04
C 3.003250 0.243010 4.630990 0.05 -0.03 0.09
C 3.235187 -0.957765 5.287206 0.00 -0.01 0.01
C 2.321553 -2.003232 5.194183 -0.01 0.01 0.00
C 1.171379 -1.850741 4.438469 0.01 0.05 0.01
H -1.668132 -3.034524 3.980543 -0.02 -0.07 -0.01
H -3.257139 -4.922440 3.793006 0.03 0.04 -0.02
H -4.093417 -5.664323 1.606048 0.04 0.07 -0.01
H -4.164352 -5.274814 -0.928611 0.02 0.06 0.02
H -3.492822 -3.835593 -2.838898 0.02 0.01 0.04
H -2.006478 -1.892969 -2.435615 0.04 0.09 -0.03
H 1.669208 1.333085 3.337423 0.04 -0.10 -0.01
H 3.724557 1.047872 4.695476 -0.03 -0.03 0.01
H 4.136948 -1.086447 5.874640 -0.05 0.01 -0.05
H 2.506529 -2.940302 5.704909 0.01 0.06 -0.01
H 0.457246 -2.661237 4.354636 0.06 0.02 -0.03
Cl -6.166594 3.812757 5.006008 0.02 0.03 -0.02
C -5.220186 4.085929 3.583280 0.01 0.00 0.00
C -3.841786 3.997547 3.636822 0.11 -0.05 0.02
C -3.106699 4.172827 2.475307 0.00 -0.08 -0.02
C -3.712811 4.443914 1.249668 0.10 -0.02 -0.03
C -2.873392 4.548590 -0.018646 0.00 -0.06 0.12
C -3.297025 3.517593 -1.077548 0.10 -0.17 0.26
N -3.353413 2.157395 -0.532638 -0.05 0.18 -0.20
C -4.286143 1.171305 -0.797258 -0.01 0.09 -0.02
C -3.841757 0.049404 -0.173190 0.22 0.13 0.04
N -2.648489 0.332717 0.469240 -0.12 0.04 -0.17
C -2.403495 1.610258 0.227381 -0.18 -0.06 0.31
O -1.523067 4.373820 0.375807 -0.01 -0.01 0.03
C -0.501523 4.573436 -0.602016 0.00 0.08 0.09
C 0.800611 4.518743 0.137278 -0.21 0.10 0.11
C 1.564501 3.404378 0.311044 0.00 -0.06 0.02
Cl 1.298662 1.856600 -0.395405 0.24 0.30 -0.14
S 2.891160 3.655866 1.364510 0.07 -0.15 -0.05
C 2.428570 5.282863 1.608493 0.02 0.11 0.07
C 1.317592 5.609619 0.900144 -0.10 0.02 -0.04
C -5.097843 4.579328 1.250290 -0.07 0.11 0.04
Cl -5.972633 5.057566 -0.184105 0.02 0.02 0.02
C -5.855146 4.395422 2.395502 -0.11 -0.02 -0.05
H -3.346475 3.780003 4.574381 -0.03 0.00 -0.06
H -2.030085 4.092284 2.516332 -0.02 -0.02 -0.01
H -3.002826 5.544986 -0.457070 -0.03 0.02 -0.12
H -2.592531 3.530111 -1.906540 0.05 -0.01 -0.08
H -4.273608 3.776453 -1.462401 -0.10 -0.07 -0.04
H -5.168375 1.359571 -1.388875 0.08 0.02 0.08
H -4.299096 -0.925387 -0.126899 0.04 0.03 -0.03
H -1.575484 2.169528 0.624028 0.11 0.00 -0.09
H -0.633056 5.551643 -1.074079 0.00 0.03 -0.05
H -0.535177 3.800235 -1.373929 -0.01 -0.06 -0.03
H 3.010361 5.913789 2.265612 -0.05 -0.05 -0.10
H 0.854839 6.589290 0.914121 0.06 -0.08 0.02
H -6.930565 4.492699 2.356293 0.01 0.02 -0.01
C 0.024028 -5.454835 -3.158257 0.00 0.01 0.07
O 0.386284 -4.248280 -2.469282 0.06 -0.12 0.10
C 0.447969 -3.147398 -3.251843 0.08 0.05 0.25
O 0.194632 -3.181860 -4.431929 -0.07 0.14 -0.26
C 0.810797 -1.952833 -2.495679 -0.38 -0.07 0.05
C 0.822235 -0.626763 -3.097630 0.27 -0.21 0.15
As 2.600433 -0.224431 -3.781900 0.00 0.19 0.18
C 3.148266 -2.031322 -4.325353 -0.10 0.09 -0.06
C 3.467190 -0.282993 -1.947828 -0.03 0.05 -0.25
C 3.031515 -1.016712 -0.923803 -0.10 0.16 0.57
As 1.213115 -1.795745 -0.631985 2.07 -0.73 -1.10
C 1.689112 -3.503437 0.133641 -0.24 0.09 0.11
C 3.633178 -1.001013 0.464349 0.08 -0.11 -0.12
O 2.885820 -0.806966 1.390658 -0.12 0.07 0.14
O 4.889983 -1.363172 0.719888 0.08 -0.02 -0.22
C 5.853429 -1.684527 -0.297542 -0.20 0.14 0.10
C 4.532797 0.746204 -1.613780 0.18 -0.20 -0.12
O 4.510945 1.320186 -0.557336 -0.08 0.02 0.04
O 5.491338 1.072631 -2.490436 0.00 -0.01 -0.17
C 5.774448 0.301276 -3.661949 -0.01 -0.03 0.29
C -0.076837 0.286278 -2.594988 -0.27 -0.50 0.00
O -0.928902 -0.040801 -1.644759 0.36 0.42 -0.92
O -0.318739 1.517064 -3.028872 0.07 0.35 -0.13
C 0.371244 2.027954 -4.171129 -0.18 0.02 0.07
H 0.021627 -6.238672 -2.406937 0.01 0.03 0.03
H 0.743952 -5.681527 -3.940200 0.05 0.02 -0.03
H -0.960860 -5.358238 -3.609957 -0.04 0.04 0.00
H 2.440366 -2.382156 -5.072302 -0.03 -0.01 -0.02
H 3.160577 -2.714514 -3.481956 0.04 -0.09 0.04
H 4.134314 -1.982416 -4.775095 0.11 0.03 -0.02
H 2.374871 -4.027325 -0.516332 0.13 -0.11 -0.14
H 0.783596 -4.088869 0.257011 -0.07 -0.07 0.01
H 2.134551 -3.313510 1.105191 0.04 0.03 0.10
H 6.365754 -0.783010 -0.625962 -0.01 0.07 0.01
H 5.394706 -2.189895 -1.143653 -0.07 -0.04 -0.04
H 6.569766 -2.344842 0.176050 0.03 -0.06 0.06
H 6.838805 0.402778 -3.839007 0.10 0.02 0.00
H 5.229171 0.688293 -4.512766 -0.13 0.10 -0.17
H 5.543092 -0.749038 -3.511338 -0.04 -0.15 0.06
H -0.177598 2.911286 -4.479193 -0.07 0.04 0.01
H 0.379663 1.299762 -4.976944 -0.03 -0.14 -0.07
H 1.388586 2.306850 -3.920958 0.16 0.04 0.09
```
Positions in Å, forces in eV/Å.

Net charge: +1
2S+1: 4
HOMO-LUMO gap (spin up / spin down) in eV: 7.536 / 7.010
E_HOMO (spin up / spin down) in eV: -10.29 / -10.58
Energy in a.u.: -10378.96667
Energy relative to the best compared isomer or geometry (same formula, charge and spin) in kcal per mole: 0.6
E_LUMO (spin up / spin down) in eV: -2.8 / -3.6

---

C4H6O2S | ωB97M-V/def2-TZVPD

```
13
Properties=species:S:1:pos:R:3:forces:R:3
C 0.880708 0.800150 0.096599 1.34 -2.87 0.66
C -0.278389 1.014110 -0.827098 1.22 -1.03 -2.43
C 0.830674 -0.714532 0.415143 -1.13 1.44 -1.23
C -0.391833 -1.380408 0.058391 -3.51 -0.97 4.21
O -2.208755 0.456980 0.738377 -0.08 -0.92 -0.01
O 0.714422 -1.719853 -0.605008 0.11 -0.43 -1.90
S -1.668782 -0.189478 -0.489278 0.98 1.30 -0.37
H 1.882982 0.928465 -0.441627 -1.33 0.69 1.22
H 0.746508 1.151849 1.147094 0.48 0.72 -1.07
H -0.692371 1.954362 -0.784734 -1.36 2.10 0.71
H 0.152979 1.068261 -1.864817 -0.77 -0.95 0.57
H 1.290671 -1.172919 1.185290 1.92 -0.58 2.83
H -1.258819 -2.196982 1.371663 2.13 1.51 -3.21
```
Positions in Å, forces in eV/Å.

Net charge: 0
HOMO-LUMO gap in eV: 9.842
E_HOMO in eV: -9.53
Energy in a.u.: -704.47126
Energy relative to the best compared isomer or geometry (same formula, charge and spin) in kcal per mole: 130.7
E_LUMO in eV: 0.3

---

Q: Among the records above, which one has the highest energy relative to the best compared isomer or geometry (same formula, charge and spin)?
A: C4H6O2S